Molecular formula: C5H7FIN4
Method: DFT, wB97M-V/def2-TZVPD

CARTESIAN COORDINATES (ANGSTROEM)
C (-2.429, 0.341, 0.136)
N (-1.032, -0.031, 0.042)
C (-0.663, -1.340, 0.032)
C (0.651, -1.695, -0.039)
F (1.024, -2.971, -0.051)
C (1.609, -0.654, -0.093)
N (3.045, -0.880, -0.140)
I (4.321, 0.662, -0.220)
N (1.224, 0.605, -0.085)
C (-0.053, 0.927, -0.018)
N (-0.361, 2.218, -0.010)
H (-2.631, 0.830, 1.092)
H (-2.699, 1.012, -0.682)
H (-3.051, -0.549, 0.064)
H (-1.439, -2.090, 0.080)
H (3.383, -1.829, -0.119)
H (0.401, 2.876, -0.046)
H (-1.301, 2.568, 0.056)

Output
Energy relative to the best compared isomer or geometry (same formula, charge and spin) in eV: 0.0000
LUMO energy in Eh: -0.141
HOMO level in eV: -12.40
SMILES: Cn1cc(F)/c(=[NH+]/I)nc1N
HOMO-LUMO gap in eV: 8.551
Net charge: +1

Population analysis type Löwdin, resulting atomic charges in e:
1. C 0.01
2. N -0.04
3. C 0.08
4. C -0.19
5. F 0.12
6. C -0.29
7. N -0.45
8. I 0.93
9. N 0.14
10. C -0.34
11. N 0.23
12. H 0.12
13. H 0.11
14. H 0.11
15. H 0.16
16. H 0.06
17. H 0.14
18. H 0.12

---

Molecular formula: C5H7FO
Method: DFT, wB97M-V/def2-TZVPD

CARTESIAN COORDINATES (ANGSTROEM)
C (-1.702, -1.894, -0.448)
C (-0.866, -1.082, -0.087)
C (0.292, -0.130, -0.005)
C (0.692, 0.371, -1.339)
F (1.434, -0.799, 0.495)
C (-0.003, 1.010, 0.946)
O (-0.281, 0.432, 2.182)
H (-2.433, -2.620, -0.708)
H (0.648, -0.497, -2.043)
H (1.700, 0.852, -1.250)
H (0.011, 1.110, -1.651)
H (0.855, 1.742, 0.981)
H (-0.860, 1.600, 0.553)
H (0.514, -0.095, 2.374)

Output
Energy relative to the best compared isomer or geometry (same formula, charge and spin) in eV: 1.6806
LUMO energy in Eh: 0.036
HOMO level in eV: -10.39
SMILES: C#C[C@](C)(F)CO
HOMO-LUMO gap in eV: 11.369

Population analysis type Löwdin, resulting atomic charges in e:
1. C 0.15
2. C -0.02
3. C -0.55
4. C -0.02
5. F 0.00
6. C -0.23
7. O -0.04
8. H 0.03
9. H 0.11
10. H 0.11
11. H 0.07
12. H 0.15
13. H 0.14
14. H 0.10

---

Molecular formula: C5H7FO
Method: DFT, wB97M-V/def2-TZVPD

CARTESIAN COORDINATES (ANGSTROEM)
C (-0.189, -0.348, 0.023)
C (-0.885, -2.757, 0.045)
C (-0.054, -1.740, -0.371)
C (0.399, 0.878, -0.136)
C (-0.019, 2.203, 0.464)
O (1.594, 0.969, -0.797)
F (0.705, -2.055, -1.506)
H (-0.984, -0.104, 0.753)
H (-1.338, -2.747, 1.075)
H (-0.863, -3.731, -0.358)
H (0.266, 2.328, 1.564)
H (-1.061, 2.386, 0.506)
H (0.517, 2.894, -0.168)
H (1.911, 1.826, -1.095)

Output
Energy relative to the best compared isomer or geometry (same formula, charge and spin) in eV: 0.0000
LUMO energy (alpha / beta) in Eh: 0.025 / -0.066
HOMO level (alpha / beta) in eV: -5.33 / -9.75
Spin multiplicity: 3
HOMO-LUMO gap (alpha / beta) in eV: 6.017 / 7.949

Population analysis type Löwdin, resulting atomic charges in e:
1. C 0.01
2. C 0.06
3. C -0.30
4. C -0.36
5. C -0.03
6. O 0.05
7. F 0.00
8. H 0.12
9. H 0.08
10. H 0.04
11. H 0.11
12. H 0.06
13. H 0.07
14. H 0.10

---

Molecular formula: C5H7FO3Rb
Method: DFT, wB97M-V/def2-TZVPD

CARTESIAN COORDINATES (ANGSTROEM)
C (1.662, 1.196, -1.452)
C (2.219, 0.411, -2.386)
H (1.723, 1.095, -0.365)
H (1.200, 2.136, -1.764)
H (2.821, -0.459, -2.108)
H (2.134, 0.638, -3.451)
O (-1.102, -1.041, 2.237)
C (0.006, -1.689, 1.716)
C (-1.915, -0.268, 1.367)
O (1.021, -1.598, 2.411)
O (-0.140, -2.280, 0.616)
C (-1.270, 0.979, 0.879)
H (-2.807, -0.012, 1.962)
H (-2.239, -0.852, 0.496)
F (-1.020, 1.902, 1.829)
H (-1.565, 1.428, -0.075)
Rb (-0.729, -1.586, -1.912)

Output
LUMO energy (alpha / beta) in Eh: -0.037 / -0.037
HOMO level (alpha / beta) in eV: -7.87 / -7.88
Spin multiplicity: 2
HOMO-LUMO gap (alpha / beta) in eV: 6.857 / 6.865

Population analysis type Löwdin, resulting atomic charges in e:
1. C -0.08
2. C -0.10
3. H 0.07
4. H 0.06
5. H 0.06
6. H 0.05
7. O -0.03
8. C -0.80
9. C -0.22
10. O 0.02
11. O -0.23
12. C -0.09
13. H 0.14
14. H 0.08
15. F 0.02
16. H 0.10
17. Rb 0.95

---

Molecular formula: C5H7FS
Method: DFT, wB97M-V/def2-TZVPD

CARTESIAN COORDINATES (ANGSTROEM)
F (0.541, 2.128, -1.126)
C (0.221, 1.179, -0.074)
C (-1.020, 0.384, -0.344)
C (-0.867, -1.058, 0.125)
C (0.655, -1.120, 0.416)
S (1.582, -0.844, -1.097)
C (1.278, 0.278, 0.293)
H (0.032, 1.969, 0.712)
H (-1.267, 0.524, -1.481)
H (-1.799, 0.893, 0.227)
H (-1.294, -1.020, 1.085)
H (-1.214, -1.782, -0.634)
H (1.061, -1.925, 1.039)
H (2.091, 0.393, 0.860)

Output
Energy relative to the best compared isomer or geometry (same formula, charge and spin) in eV: 0.7876
LUMO energy in Eh: 0.030
HOMO level in eV: -8.94
SMILES: F[C@H]1CC[C@H]2S[C@@H]12
HOMO-LUMO gap in eV: 9.764

Population analysis type Löwdin, resulting atomic charges in e:
1. F -0.07
2. C -0.38
3. C -0.17
4. C -0.18
5. C -0.48
6. S 0.90
7. C -0.43
8. H 0.16
9. H 0.16
10. H 0.11
11. H 0.09
12. H 0.12
13. H 0.11
14. H 0.07

---

Molecular formula: C5H7FS
Method: DFT, wB97M-V/def2-TZVPD

CARTESIAN COORDINATES (ANGSTROEM)
C (-0.649, -0.929, -0.010)
C (0.125, -0.157, 1.058)
C (-0.312, 1.297, 0.779)
C (-0.290, 1.306, -0.768)
C (0.142, -0.131, -1.056)
H (-0.455, -1.972, -0.050)
H (0.162, -0.496, 2.097)
H (0.359, 2.038, 1.232)
H (-1.322, 1.485, 1.187)
H (-1.288, 1.503, -1.171)
H (0.397, 2.052, -1.184)
H (0.175, -0.424, -2.097)
F (-2.010, -0.709, -0.010)
S (1.623, -0.382, 0.004)

Output
Energy relative to the best compared isomer or geometry (same formula, charge and spin) in eV: 0.0000
LUMO energy in Eh: 0.033
HOMO level in eV: -8.99
HOMO-LUMO gap in eV: 9.890

Population analysis type Löwdin, resulting atomic charges in e:
1. C -0.40
2. C -0.46
3. C -0.20
4. C -0.21
5. C -0.47
6. H 0.13
7. H 0.12
8. H 0.11
9. H 0.12
10. H 0.11
11. H 0.11
12. H 0.11
13. F 0.01
14. S 0.92

---

Molecular formula: C5H7FS2
Method: DFT, wB97M-V/def2-TZVPD

CARTESIAN COORDINATES (ANGSTROEM)
C (-0.256, 2.552, 2.461)
C (-0.369, 1.454, 1.780)
S (-0.299, 1.354, -0.151)
C (0.548, -0.354, -0.149)
S (0.491, -1.475, 1.173)
C (1.068, -0.550, -1.434)
C (-0.108, -0.863, -2.472)
F (-1.178, -1.682, -1.791)
H (-0.470, 2.396, 3.562)
H (0.213, 3.361, 2.170)
H (-0.534, 0.407, 2.199)
H (1.732, -1.515, -1.586)
H (1.825, 0.361, -1.621)
H (0.263, -1.386, -3.363)
H (-0.800, 0.029, -2.714)

Output
Energy relative to the best compared isomer or geometry (same formula, charge and spin) in eV: 3.1951
LUMO energy in Eh: -0.026
HOMO level in eV: -8.88
SMILES: C=CSC(=S)CCF
HOMO-LUMO gap in eV: 8.182

Population analysis type Löwdin, resulting atomic charges in e:
1. C -0.07
2. C -0.45
3. S 0.83
4. C -0.98
5. S 0.66
6. C -0.36
7. C -0.11
8. F -0.15
9. H 0.09
10. H 0.00
11. H 0.00
12. H 0.14
13. H 0.16
14. H 0.11
15. H 0.12

---

Molecular formula: C5H7HgO3
Method: DFT, wB97M-V/def2-TZVPD

CARTESIAN COORDINATES (ANGSTROEM)
O (-2.231, -2.683, 3.161)
C (-2.632, -1.656, 2.414)
O (-3.113, -0.730, 3.245)
Hg (-2.668, -1.833, 5.262)
O (-2.668, -1.616, 1.215)
C (-1.758, -3.878, 2.473)
H (-2.576, -4.259, 1.849)
H (-0.934, -3.562, 1.812)
C (-1.319, -4.851, 3.490)
H (-0.666, -4.531, 4.304)
H (-1.520, -5.912, 3.347)
C (-5.016, -0.147, -0.157)
C (-4.492, 0.034, -1.235)
H (-3.526, 0.010, 2.734)
H (-5.611, -0.408, 0.703)
H (-3.941, 0.125, -2.157)

Output
Energy relative to the best compared isomer or geometry (same formula, charge and spin) in eV: 0.0000
LUMO energy (alpha / beta) in Eh: -0.141 / -0.284
HOMO level (alpha / beta) in eV: -12.92 / -13.06
Spin multiplicity: 3
HOMO-LUMO gap (alpha / beta) in eV: 9.094 / 5.325
Net charge: +1

Population analysis type Löwdin, resulting atomic charges in e:
1. O -0.19
2. C -0.65
3. O -0.01
4. Hg 1.13
5. O 0.18
6. C -0.19
7. H 0.15
8. H 0.15
9. C 0.09
10. H 0.07
11. H 0.08
12. C -0.03
13. C 0.01
14. H 0.18
15. H 0.02
16. H 0.03

---

Molecular formula: C5H7I2N5O2PS
Method: DFT, wB97M-V/def2-TZVPD

CARTESIAN COORDINATES (ANGSTROEM)
C (2.317, -0.668, -0.460)
C (2.457, 0.689, 0.221)
I (3.537, 2.026, -1.078)
C (1.157, 1.401, 0.669)
I (0.766, 1.255, 2.776)
C (-0.051, 1.120, -0.148)
N (-0.300, 1.871, -1.221)
N (-1.401, 1.447, -1.778)
N (-1.834, 0.460, -1.076)
N (-3.000, -0.203, -1.402)
C (-3.977, 0.041, -0.668)
S (-5.242, 0.341, 0.117)
N (-1.025, 0.190, -0.031)
P (-1.372, -1.131, 1.250)
O (-2.105, -2.194, 0.308)
O (0.121, -1.717, 1.300)
H (2.291, -1.468, 0.273)
H (1.483, -0.727, -1.156)
H (3.212, -0.848, -1.052)
H (3.090, 0.564, 1.093)
H (1.315, 2.467, 0.540)
H (-1.579, -2.497, -0.451)
H (0.138, -2.417, 1.975)

Output
LUMO energy in Eh: -0.167
HOMO level in eV: -12.36
SMILES: C[C@@H](I)[C@H](I)c1nnn(N=C=S)[n+]1P(O)O
HOMO-LUMO gap in eV: 7.819
Net charge: +1

Population analysis type Löwdin, resulting atomic charges in e:
1. C -0.17
2. C -0.81
3. I 0.91
4. C -0.75
5. I 0.96
6. C -0.38
7. N 0.15
8. N 0.16
9. N -0.16
10. N 0.09
11. C -0.74
12. S 0.97
13. N -0.01
14. P 0.85
15. O -0.24
16. O -0.29
17. H 0.07
18. H 0.07
19. H 0.06
20. H 0.05
21. H 0.03
22. H 0.09
23. H 0.10

---

Molecular formula: C5H7I2NO2
Method: DFT, wB97M-V/def2-TZVPD

CARTESIAN COORDINATES (ANGSTROEM)
N (-2.806, -0.431, 0.997)
C (-1.836, -0.108, 0.026)
C (-0.549, -0.858, -0.179)
I (-0.223, -2.767, 0.738)
C (-0.442, 0.418, 0.595)
C (0.611, 1.520, 0.232)
I (2.465, 1.099, 1.259)
H (-2.458, -1.109, 1.666)
H (-3.660, -0.777, 0.580)
H (-2.246, 0.386, -0.847)
H (-0.113, -0.847, -1.172)
H (-0.464, 0.295, 1.675)
H (0.820, 1.539, -0.834)
H (0.280, 2.494, 0.578)
O (2.458, -0.600, -1.963)
C (3.542, -0.287, -1.766)
O (4.622, 0.031, -1.584)

Output
Energy relative to the best compared isomer or geometry (same formula, charge and spin) in eV: 0.0000
LUMO energy in Eh: 0.012
HOMO level in eV: -8.94
SMILES: N[C@@H]1[C@H](I)[C@H]1CI.O=C=O
HOMO-LUMO gap in eV: 9.271

Population analysis type Löwdin, resulting atomic charges in e:
1. N 0.03
2. C -0.36
3. C -0.69
4. I 0.78
5. C -0.37
6. C -0.56
7. I 0.82
8. H 0.03
9. H 0.08
10. H 0.14
11. H 0.06
12. H 0.10
13. H 0.04
14. H 0.03
15. O 0.18
16. C -0.51
17. O 0.20

---

E_tot list, top to bottom, in eV: -22070.5897 -10061.0627 -10058.4120 -14811.1964 -18849.8518 -18850.6394 -29682.7669 -15603.1655 -53160.1026 -27084.5334